No. 1
{
  "formula": "C4H7NO",
  "method": "ωB97M-V/def2-TZVPD",
  "smiles": "C[C@H]1NCC1=O",
  "total_charge": 0,
  "spin_multiplicity": 1,
  "elements": ["O", "H", "H", "C", "C", "C", "H", "N", "C", "H", "H", "H", "H"],
  "coordinates": [[0.329, 2.248, 0.033], [0.923, -1.818, -0.042], [-2.215, -1.142, -0.055], [-0.330, -0.162, 0.370], [1.692, 0.137, -0.260], [-1.772, -0.142, -0.091], [-2.351, 0.513, 0.570], [0.667, -0.916, -0.430], [0.536, 1.069, 0.096], [2.298, 0.375, -1.139], [-1.851, 0.241, -1.112], [2.348, 0.001, 0.615], [-0.273, -0.404, 1.445]],
  "nbo_charge": [-0.5036, 0.3622, 0.2161, -0.1621, -0.3415, -0.6154, 0.2223, -0.6082, 0.6054, 0.2147, 0.2205, 0.1975, 0.1921]
}

No. 2
{
  "formula": "C37H28N9RhS3",
  "method": "ωB97M-V/def2-TZVPD",
  "total_charge": 2,
  "spin_multiplicity": 1,
  "elements": ["C", "H", "N", "N", "H", "C", "C", "C", "C", "N", "C", "C", "C", "N", "C", "C", "H", "C", "C", "H", "H", "H", "C", "H", "C", "C", "H", "C", "H", "H", "N", "H", "C", "C", "H", "Rh", "N", "C", "C", "C", "H", "C", "C", "C", "H", "H", "H", "S", "N", "H", "H", "C", "C", "C", "C", "N", "H", "C", "H", "C", "H", "H", "C", "H", "C", "S", "H", "C", "C", "H", "C", "C", "N", "C", "S", "H", "H", "H"],
  "coordinates": [[-1.021, 1.312, -4.112], [-5.718, -3.408, -0.262], [0.057, -0.602, 2.192], [6.000, 1.643, -0.261], [-1.082, 1.913, -7.426], [-2.320, 1.663, -3.771], [3.919, 0.323, -0.376], [-0.557, 1.403, -5.418], [2.221, -1.789, -0.775], [1.719, -0.637, -0.355], [-5.808, -0.057, 1.668], [2.548, 0.406, -0.170], [1.909, 1.636, 0.253], [-0.873, -0.690, 3.034], [2.290, -1.513, 2.564], [-5.036, -1.117, 2.114], [-1.421, -0.646, -2.197], [3.446, -0.675, -4.378], [1.210, -0.252, -3.635], [3.949, -2.915, -1.349], [3.739, -2.539, -5.391], [4.298, -2.167, 2.911], [3.974, -0.175, 3.643], [0.457, 1.129, -5.674], [-2.734, 2.185, -6.082], [-0.101, 2.663, 0.779], [3.343, 1.754, 4.341], [-3.178, 2.095, -4.771], [1.381, -3.243, -5.184], [2.844, 1.110, -3.330], [0.571, 1.574, 0.414], [-1.170, 2.554, 0.895], [-5.729, -2.467, 0.271], [-4.998, -2.329, 1.441], [-0.033, 4.734, 1.297], [-0.267, -0.246, 0.226], [-0.836, 0.054, -1.750], [1.918, 3.951, 0.855], [2.622, 2.809, 0.468], [-2.141, -0.722, 2.530], [5.510, -0.999, -0.963], [-6.539, -0.208, 0.499], [3.584, -1.956, -1.011], [0.780, -1.469, -4.147], [-7.074, -1.523, -1.105], [-4.785, -1.074, 4.215], [-3.407, 2.524, -6.858], [6.376, 3.162, 0.116], [-4.288, -0.980, 3.339], [4.988, -0.059, 4.001], [2.452, 4.876, 1.030], [4.444, -0.900, -0.800], [3.589, -1.358, 3.022], [0.549, 3.873, 1.003], [1.382, -0.480, 2.744], [4.909, 3.734, 0.447], [-4.195, 2.364, -4.522], [4.059, 2.734, 0.274], [-2.656, 1.596, -2.745], [3.029, -1.895, -4.889], [4.478, -0.366, -4.480], [-5.833, 0.870, 2.226], [-1.427, 1.843, -6.404], [1.519, -2.601, -0.916], [-6.494, -1.407, -0.199], [-2.382, -0.506, 0.789], [-7.152, 0.607, 0.141], [1.746, 0.694, 3.384], [2.533, 0.154, -3.736], [-0.259, -1.766, -4.073], [3.051, 0.846, 3.831], [4.688, 1.529, -0.134], [-3.025, -0.869, 3.493], [1.700, -2.294, -4.771], [0.092, 0.850, -2.792], [1.009, 1.474, 3.536], [1.969, -2.434, 2.095], [-4.411, -3.150, 1.833]],
  "lowdin_charge": [-0.3836, 0.1149, -0.1383, -0.1924, 0.1197, -0.0818, -0.0711, -0.0657, -0.0901, -0.0117, -0.0294, -0.1612, -0.1476, 0.0801, -0.0382, -0.3041, 0.0266, -0.0577, -0.4406, 0.1279, 0.1192, 0.1162, -0.0604, 0.1138, -0.0468, -0.0631, 0.1160, -0.0528, 0.1195, 0.1143, -0.0209, 0.1235, -0.0607, -0.0562, 0.1276, 0.8483, -0.4535, 0.0570, -0.0619, -0.6898, 0.1374, -0.0576, -0.0022, -0.0701, 0.1139, 0.1749, 0.1188, 1.0950, 0.0582, 0.1149, 0.1380, 0.0465, -0.0582, 0.0048, -0.2718, -0.1921, 0.1164, -0.2960, 0.1027, -0.0461, 0.1195, 0.1229, -0.0459, 0.1331, -0.0585, 0.7109, 0.1144, -0.0325, -0.0985, 0.1213, -0.0559, -0.2976, 0.1043, -0.0444, 1.0728, 0.1189, 0.1175, 0.1256]
}

No. 3
{
  "formula": "C42H41Cl3N6O7S3Si2W",
  "method": "ωB97M-V/def2-TZVPD",
  "total_charge": 0,
  "spin_multiplicity": 1,
  "elements": ["H", "H", "H", "C", "Si", "C", "S", "C", "N", "C", "C", "O", "H", "H", "N", "Cl", "H", "C", "Si", "C", "C", "C", "H", "C", "C", "H", "Cl", "C", "C", "C", "H", "C", "H", "H", "C", "C", "H", "C", "H", "H", "W", "O", "H", "H", "N", "Cl", "C", "C", "N", "O", "H", "C", "H", "H", "C", "H", "C", "C", "H", "H", "C", "H", "H", "H", "C", "H", "C", "C", "C", "H", "H", "N", "H", "O", "C", "C", "H", "C", "H", "C", "S", "H", "C", "C", "H", "S", "N", "H", "H", "O", "H", "C", "C", "O", "H", "C", "H", "H", "C", "H", "C", "H", "C", "O", "C"],
  "coordinates": [[5.985, 5.398, -5.415], [-0.786, 4.602, 0.301], [-2.132, 4.437, 1.411], [-5.088, 1.346, 3.436], [-1.860, -0.644, 1.689], [-4.194, 2.783, 1.738], [2.123, 4.197, 0.612], [2.620, -1.760, 0.114], [1.679, -1.371, -0.900], [-4.117, 0.407, 3.136], [1.231, 2.912, -0.160], [2.705, -1.243, 2.458], [2.675, -8.316, -3.402], [-5.900, 3.272, 2.939], [2.015, 1.060, -2.078], [5.952, 1.128, -2.377], [1.334, -8.568, -2.287], [2.581, -4.608, -1.724], [-1.809, 2.286, 0.188], [3.897, 1.161, -4.127], [-1.674, -1.970, -1.675], [-0.937, -4.257, -0.460], [2.062, 1.089, 2.414], [0.765, -5.670, -3.527], [2.538, -5.973, -1.947], [-2.211, 3.055, -2.171], [-3.655, -4.518, -4.019], [2.544, 1.166, -4.401], [-2.991, -3.079, -3.336], [-3.186, -1.888, -3.981], [0.066, -6.077, -4.248], [-1.259, 3.926, 1.007], [-3.510, 3.594, -1.119], [2.673, -2.850, 0.244], [-0.989, -1.003, 3.361], [1.766, 4.250, -4.532], [-2.439, -3.128, 1.669], [1.639, -6.522, -2.860], [0.145, -3.630, -3.840], [3.117, 3.463, 2.748], [-0.114, 0.174, -0.270], [0.537, 5.505, -1.227], [2.187, 1.171, -5.421], [-0.571, 3.764, 1.841], [1.248, 1.766, 0.562], [-2.785, 0.772, -4.344], [-2.619, -0.700, -3.483], [-2.205, -3.176, -2.160], [0.493, 2.983, -1.266], [-1.237, 0.281, -1.745], [3.215, 5.280, -1.656], [-2.849, 2.755, -1.344], [5.034, 4.847, -6.726], [-4.236, 3.714, 1.185], [1.691, -3.773, -2.385], [0.799, 3.923, -4.887], [-1.889, -0.739, -2.323], [2.822, 4.446, -5.398], [-5.811, 1.149, 4.217], [-3.473, 1.924, -1.675], [1.916, 4.510, -3.177], [4.638, 1.163, -4.913], [-3.399, -2.271, 0.464], [-0.303, -1.850, 3.301], [4.282, 1.137, -2.799], [0.183, -2.938, 0.815], [-0.473, -3.019, -0.041], [-5.138, 2.535, 2.719], [1.968, 1.924, 1.737], [1.010, -8.238, -3.993], [-1.729, -1.224, 4.131], [5.075, 5.201, -5.789], [-0.581, -5.144, 0.044], [0.913, -0.623, 1.295], [2.523, 3.127, 1.917], [3.316, 1.075, -1.811], [3.232, -6.620, -1.425], [-1.823, -4.360, -1.507], [-4.090, -0.525, 3.690], [3.120, 5.011, -2.695], [0.476, 4.391, -2.144], [3.640, -1.401, -0.073], [4.048, 4.924, -4.923], [1.663, -7.996, -3.157], [0.575, 1.206, -3.529], [1.861, -1.991, -2.354], [-0.849, -1.865, -0.592], [-0.407, -0.142, 3.690], [-3.753, -1.853, -4.899], [3.180, -1.801, -2.908], [3.331, -4.192, -1.064], [-3.191, 1.856, 1.449], [0.794, -4.303, -3.298], [0.727, -1.505, -3.120], [3.600, 1.017, -0.765], [4.181, 5.198, -3.556], [5.122, 5.584, -3.184], [-2.197, -5.317, -1.839], [-3.168, 0.652, 2.140], [-3.818, -2.146, 2.161], [-2.978, -2.201, 1.470], [2.705, 4.247, -6.456], [2.100, -1.180, 1.421], [-0.645, 4.306, -3.034], [1.640, 1.143, -3.353]],
  "lowdin_charge": [0.0932, -0.0046, 0.0319, -0.0894, 0.6778, -0.1060, 1.0927, -0.1788, -0.2937, -0.1117, -0.7626, 0.1104, 0.0835, 0.1014, -0.0011, 0.6902, 0.0827, -0.0537, 0.6368, -0.0859, -0.1739, -0.0191, 0.1014, -0.0309, -0.0303, -0.0163, 0.7377, -0.0522, -0.5834, -0.0899, 0.1142, -0.1748, 0.0405, 0.1064, -0.1808, -0.0775, 0.0243, -0.2693, 0.1105, 0.0694, 1.7255, -0.3538, 0.1181, 0.0322, -0.1355, 0.7965, -0.5548, -0.1705, -0.1478, -0.2787, 0.0736, -0.1946, 0.0923, 0.0950, -0.2657, 0.1141, -0.3203, -0.0334, 0.1000, 0.0118, -0.2809, 0.1139, 0.0291, 0.0231, -0.6607, 0.1297, -0.1130, -0.0828, -0.2221, 0.0747, 0.0333, 0.1129, 0.1286, -0.3257, -0.3626, -0.1741, 0.1177, 0.0111, 0.0913, -0.0586, 0.6061, 0.1320, -0.3205, -0.0480, 0.1060, 0.5936, -0.0643, 0.0338, 0.1141, -0.2688, 0.1051, -0.3139, -0.0686, -0.3204, 0.1138, -0.0209, 0.1132, 0.1091, -0.3197, 0.0292, -0.1704, 0.1134, -0.5910, -0.3062, -0.1649]
}

No. 4
{
  "formula": "H3NOSSi",
  "method": "ωB97M-V/def2-TZVPD",
  "total_charge": 0,
  "spin_multiplicity": 1,
  "elements": ["O", "H", "N", "S", "Si", "H", "H"],
  "coordinates": [[-0.151, 0.307, 1.067], [0.210, -0.563, -1.320], [-2.079, -0.799, -0.023], [-1.737, -0.112, 1.163], [0.684, 0.082, -0.241], [2.017, -0.370, 0.250], [1.056, 1.455, -0.896]],
  "nbo_charge": [-1.0904, -0.1948, -0.7728, 1.2583, 1.2012, -0.1917, -0.2097]
}

Here are the calculated frontier orbital gap numbers, same order: 10.4 6.8 5.8 9.9 (eV).
Here are the calculated DFT total energy numbers, same order: -286.5698 -3224.1925 -5701.5756 -819.3996 (a.u.).
Here are the calculated energy relative to the best compared isomer or geometry (same formula, charge and spin) numbers, same order: 162.47 0.00 221.81 99.03 (kJ/mol).